1.
This record from OMol25 describes a 7-piece molecular cluster, C29H60BClFN6O12S overall. The level of theory is ωB97M-V with the def2-TZVPD basis set.

Summary:
HOMO   -4.45 eV
Spin multiplicity   1
Gap between HOMO and LUMO   5.957 eV
Molar mass   782.159 Da
Total charge   -1

Structure (XYZ):
```
111
Properties=species:S:1:pos:R:3:forces:R:3:lowdin_charge:R:1
C -2.50216 -2.86954 2.57887 0.95 -0.52 0.20 0.13
C -3.22408 -2.44870 1.72332 -0.34 0.36 -0.31 -0.04
C -4.15259 -1.99541 0.67680 -0.85 -0.58 -0.99 -0.39
C -5.15989 -3.17642 0.50284 0.34 -0.27 0.37 -0.29
C -4.51109 -4.36128 -0.21076 -0.01 0.07 0.20 -0.02
F -6.29085 -2.76140 -0.20130 0.30 -0.06 0.02 0.00
O -3.49831 -1.78883 -0.54554 0.33 -0.06 0.20 -0.01
B -3.94299 -0.49001 -1.17950 -0.39 0.33 0.62 -0.64
C -2.62136 0.50972 -1.25378 -0.35 -0.23 -0.41 -0.10
C -1.35679 -0.29761 -1.58085 0.20 0.37 -0.06 -0.22
C -0.43382 -0.63743 -0.41179 0.06 -0.07 0.06 -0.21
C 0.15199 0.63113 0.21650 0.22 0.20 -0.12 -0.30
S 0.51810 0.39330 1.92569 -0.07 -0.93 0.17 0.35
O -0.65390 0.43722 2.74675 0.04 0.31 -0.10 -0.35
O 1.41744 -0.71108 2.09233 0.05 0.41 -0.08 -0.34
Cl 1.58402 2.11432 2.32164 -0.03 0.04 0.12 0.40
O -5.05911 -0.07501 -0.27101 0.19 0.10 -0.23 0.01
C -4.88949 -0.66052 0.96462 0.32 0.70 0.47 -0.24
C -4.05390 0.22715 1.93164 -0.28 -0.14 0.49 -0.14
O -4.20949 1.59865 1.61201 0.27 0.01 -0.43 -0.12
O -3.12516 2.31797 2.21810 -0.21 0.09 0.31 -0.04
H -1.71173 -3.33935 3.12591 -0.32 0.21 0.16 0.04
H -5.48830 -3.50269 1.49321 -0.26 0.31 -0.01 0.13
H -3.43270 -4.24534 -0.27902 0.01 0.08 -0.10 0.08
H -4.69895 -5.29642 0.31823 -0.18 -0.02 -0.05 0.08
H -4.89430 -4.44082 -1.22121 0.02 -0.03 -0.04 0.05
H -4.45849 -0.60902 -2.29359 0.31 -0.22 -0.09 0.10
H -2.51442 1.14701 -0.37063 0.06 -0.10 0.21 0.07
H -2.78461 1.20840 -2.08031 -0.04 0.13 0.04 0.08
H -1.63777 -1.24479 -2.04427 0.02 -0.04 -0.03 0.10
H -0.73136 0.23684 -2.30885 -0.01 -0.01 -0.09 0.10
H 0.41837 -1.20278 -0.79260 -0.05 -0.23 0.13 0.11
H -0.93686 -1.25943 0.33128 -0.20 0.07 -0.03 0.11
H 1.11763 0.88763 -0.21980 -0.02 0.05 -0.06 0.10
H -0.49290 1.50660 0.14928 -0.16 -0.04 0.07 0.10
H -5.83939 -0.84000 1.46435 -0.20 -0.12 -0.27 0.13
H -2.99983 -0.05682 1.92723 0.14 0.15 -0.26 0.09
H -4.41493 0.08486 2.95941 0.13 -0.20 0.07 0.12
H -2.34502 1.79276 1.98305 0.00 -0.07 -0.05 0.04
C -3.29172 -1.71894 6.07335 -0.14 0.02 -0.20 -0.33
O -4.38479 -2.18799 6.33576 0.13 -0.04 0.23 0.01
N -2.28949 -1.58739 6.96565 0.11 0.02 0.01 -0.20
C -1.01054 -1.01690 6.59458 -0.05 -0.06 0.14 -0.05
C -2.51009 -2.03161 8.32804 -0.07 0.00 -0.09 -0.05
H -3.03371 -1.35796 5.06646 0.02 0.00 -0.04 0.13
H -0.20623 -1.73896 6.75687 0.02 0.03 -0.03 0.09
H -0.80235 -0.12307 7.18778 0.03 0.01 -0.04 0.09
H -1.02523 -0.73997 5.54361 0.00 0.02 -0.07 0.08
H -2.75340 -3.09499 8.34856 0.00 0.00 0.03 0.09
H -3.34465 -1.48990 8.77581 0.00 -0.01 0.03 0.09
H -1.60957 -1.85511 8.91176 0.02 0.01 -0.01 0.08
C -3.11525 -5.18210 -4.04287 0.03 0.23 0.04 -0.36
O -3.11481 -5.40908 -2.84989 0.09 -0.32 -0.06 0.02
N -3.64168 -4.07183 -4.59153 -0.06 0.01 -0.07 -0.19
C -3.61108 -3.82510 -6.01302 -0.04 0.04 0.14 -0.08
C -4.25589 -3.08465 -3.70307 0.10 -0.10 -0.07 -0.02
H -2.66376 -5.86686 -4.78595 -0.03 0.00 0.00 0.12
H -3.06377 -2.90505 -6.23207 0.00 0.00 -0.05 0.09
H -4.62486 -3.72632 -6.40948 0.02 0.00 -0.05 0.08
H -3.11778 -4.65360 -6.52010 0.01 -0.02 0.00 0.07
H -3.54123 -2.71873 -2.96864 -0.04 0.00 0.04 0.08
H -5.08562 -3.52997 -3.15634 -0.04 0.05 -0.01 0.09
H -4.62093 -2.24906 -4.29382 0.03 0.02 0.00 0.08
C -8.36240 -1.73510 3.15010 0.00 0.00 -0.14 -0.34
O -7.51220 -2.19839 2.41812 -0.14 0.01 0.31 0.03
N -8.29271 -1.70050 4.49874 -0.02 -0.10 0.06 -0.19
C -9.35953 -1.16024 5.30468 0.13 -0.01 0.00 -0.08
C -7.08796 -2.20360 5.14913 -0.12 0.10 -0.29 -0.04
H -9.29133 -1.28234 2.75767 -0.02 -0.03 0.01 0.13
H -9.00641 -0.31048 5.89464 -0.05 0.02 0.02 0.09
H -9.74940 -1.91832 5.98941 -0.04 0.03 0.01 0.08
H -10.17034 -0.82297 4.66062 -0.01 0.00 -0.01 0.08
H -6.22457 -1.64422 4.80235 0.09 -0.05 0.06 0.07
H -6.92600 -3.25245 4.90227 0.02 -0.01 0.01 0.10
H -7.17576 -2.09262 6.22614 -0.02 0.04 0.00 0.08
C 3.68356 4.32349 0.48719 -0.07 -0.05 0.02 -0.37
O 2.76481 4.90333 -0.05393 0.02 0.04 -0.04 0.02
N 4.98820 4.60720 0.29276 0.18 -0.01 0.01 -0.19
C 6.03454 3.87092 0.96541 -0.03 0.11 -0.10 -0.06
C 5.34976 5.68006 -0.62204 -0.23 0.01 0.15 -0.05
H 3.52452 3.49443 1.19634 0.04 0.02 -0.03 0.07
H 6.64117 4.53800 1.58275 0.03 -0.04 0.02 0.09
H 6.68906 3.38067 0.23944 0.02 -0.03 0.03 0.08
H 5.59343 3.10892 1.60542 -0.01 -0.01 0.01 0.08
H 4.92145 6.62474 -0.28341 0.00 0.00 0.00 0.09
H 4.96799 5.47259 -1.61887 0.04 0.04 -0.05 0.08
H 6.43056 5.76351 -0.66838 0.03 -0.01 -0.03 0.08
C 7.51142 3.72864 -2.84115 0.03 0.03 0.01 -0.38
O 7.12308 4.86617 -3.03499 0.13 0.00 -0.10 0.00
N 6.91690 2.62482 -3.32211 0.00 -0.10 0.07 -0.19
C 7.44413 1.29774 -3.06855 -0.09 0.04 -0.22 -0.05
C 5.71350 2.77483 -4.12729 0.05 0.08 0.06 -0.03
H 8.40985 3.50591 -2.23708 -0.01 -0.01 -0.01 0.13
H 7.69693 0.81828 -4.01661 0.06 -0.10 0.06 0.08
H 6.71473 0.67871 -2.54361 0.00 0.01 0.02 0.09
H 8.34278 1.37280 -2.45921 0.02 0.00 0.00 0.08
H 5.92081 3.38142 -5.00920 -0.02 0.00 -0.02 0.09
H 4.93202 3.27180 -3.55270 -0.02 -0.01 -0.01 0.09
H 5.36726 1.79262 -4.43631 0.01 -0.02 0.00 0.09
C 9.56774 2.31285 -5.94690 -0.24 0.03 0.01 -0.37
O 9.45893 1.23880 -6.50541 0.07 -0.04 0.02 0.01
N 10.72396 2.82668 -5.48701 0.09 0.09 0.08 -0.19
C 10.78043 4.11300 -4.82077 0.07 -0.12 -0.05 -0.06
C 11.94377 2.05900 -5.66997 -0.11 -0.02 -0.03 -0.04
H 8.70091 2.97080 -5.75809 0.02 0.01 0.00 0.13
H 11.43107 4.79931 -5.36629 -0.01 0.04 0.02 0.09
H 11.16537 4.00185 -3.80470 -0.01 0.04 0.02 0.09
H 9.78277 4.54543 -4.76887 -0.02 0.00 0.01 0.08
H 12.12584 1.88177 -6.73008 0.03 -0.01 0.00 0.09
H 11.86042 1.08945 -5.17824 0.03 -0.01 0.00 0.09
H 12.77917 2.61012 -5.24570 0.00 0.02 0.01 0.08
```
Forces are in eV/Å.

---

2.
This record from OMol25 describes a 5-piece molecular cluster, C29H60N2O14 overall. The level of theory is ωB97M-V with the def2-TZVPD basis set.

Summary:
HOMO   -8.33 eV
Spin multiplicity   1
Gap between HOMO and LUMO   6.688 eV
Molar mass   660.799 Da

Structure (XYZ):
```
105
Properties=species:S:1:pos:R:3:forces:R:3:lowdin_charge:R:1
O -0.19069 -1.39221 -3.17489 1.39 -0.49 0.33 0.02
C -0.19144 -1.17590 -1.95588 -2.02 0.72 -0.86 -0.69
O -1.15630 -0.75710 -1.28851 0.67 -0.12 0.75 -0.02
C 1.06257 -1.44051 -1.13150 0.07 -0.45 -0.57 -0.14
C 1.59991 -2.74137 -1.03194 -0.70 -0.77 -0.70 0.04
C 2.70478 -3.02971 -0.29558 0.29 0.29 0.17 0.01
C 3.26586 -1.93998 0.35961 0.03 -1.25 -0.17 -0.02
N 2.68705 -0.77790 0.20379 1.23 1.06 0.99 0.04
N 1.64133 -0.44656 -0.50402 -0.38 0.36 -0.08 0.19
H 1.08728 -3.52894 -1.57308 0.00 0.10 -0.07 0.15
H 3.14476 -4.01389 -0.21840 -0.05 0.00 -0.01 0.12
H 4.13826 -2.03046 0.98939 -0.01 0.35 0.06 0.14
H 3.11221 -0.00720 0.71041 -0.25 0.21 -0.19 0.18
C 8.70693 -5.61436 -3.61984 0.03 -0.17 0.04 -0.11
O 8.18898 -6.49616 -2.64650 -0.27 0.22 -0.10 -0.20
C 8.04057 -5.89754 -1.37052 0.10 -0.29 -0.13 -0.20
C 6.82670 -6.44494 -0.64787 0.00 0.05 0.19 -0.18
O 5.57803 -5.99374 -1.16243 0.01 0.01 -0.05 -0.14
C 5.16839 -6.50003 -2.43244 -0.17 0.12 0.07 -0.18
C 4.79062 -7.96695 -2.42915 0.27 -0.07 -0.30 -0.20
O 5.94483 -8.78706 -2.36188 0.02 0.08 0.37 -0.20
C 5.73063 -9.99227 -1.65816 0.09 0.06 -0.17 -0.11
H 9.76917 -5.41784 -3.44127 0.00 0.13 -0.05 0.09
H 8.59051 -6.08746 -4.59368 0.06 -0.08 0.04 0.09
H 8.15063 -4.67051 -3.63576 0.06 0.05 0.04 0.09
H 7.94595 -4.80928 -1.46233 -0.02 0.00 0.00 0.12
H 8.94069 -6.12521 -0.78495 -0.05 0.15 0.17 0.13
H 6.86189 -6.06980 0.37845 -0.02 0.07 -0.03 0.13
H 6.85740 -7.53247 -0.58316 0.08 -0.03 -0.21 0.12
H 5.90720 -6.27506 -3.20039 0.11 -0.20 0.00 0.12
H 4.26820 -5.93116 -2.68028 -0.02 -0.02 0.04 0.12
H 4.26754 -8.20090 -3.36545 -0.21 0.11 0.07 0.13
H 4.11840 -8.16735 -1.58730 0.01 0.01 0.02 0.13
H 5.26758 -9.80278 -0.68327 -0.08 -0.04 -0.02 0.09
H 6.70230 -10.45338 -1.48780 0.00 0.00 -0.09 0.09
H 5.10721 -10.67783 -2.24127 -0.07 -0.06 0.11 0.09
C -1.01578 -2.41565 1.25009 -0.29 0.21 0.36 -0.08
O -0.66564 -2.09589 2.59038 -0.11 0.00 -0.13 -0.19
C 0.34325 -1.11557 2.66207 -0.05 -0.26 0.12 -0.22
C 0.13932 -0.18973 3.84347 0.11 0.13 0.01 -0.18
O -0.93774 0.71572 3.67239 0.01 -0.07 0.08 -0.13
C -2.26083 0.18650 3.72715 -0.06 0.21 -0.04 -0.17
C -2.69481 -0.26682 5.10536 -0.09 -0.34 -0.16 -0.20
O -2.08057 -1.49880 5.45442 0.32 0.19 0.09 -0.20
C -1.82605 -1.61917 6.83633 -0.07 -0.11 -0.16 -0.12
H -0.22261 -3.00329 0.77517 -0.03 -0.06 -0.06 0.07
H -1.92998 -3.00740 1.27558 0.09 -0.11 0.08 0.10
H -1.21511 -1.51127 0.66560 0.14 -0.20 -0.01 0.07
H 0.35927 -0.51444 1.74556 -0.07 0.06 0.02 0.11
H 1.31147 -1.63457 2.76791 0.15 0.18 0.01 0.12
H 1.03244 0.43856 3.92574 -0.04 0.05 -0.06 0.12
H 0.05910 -0.73858 4.78269 -0.12 -0.19 -0.09 0.12
H -2.40211 -0.59389 2.98108 0.02 -0.16 0.13 0.12
H -2.90428 1.02158 3.43954 0.04 0.04 0.04 0.13
H -3.78103 -0.42450 5.10139 -0.05 0.23 0.01 0.13
H -2.45142 0.51166 5.83695 0.03 0.00 0.00 0.13
H -1.29702 -0.73865 7.21847 -0.08 0.02 0.06 0.09
H -1.18561 -2.48846 6.98116 -0.07 -0.05 -0.03 0.09
H -2.75790 -1.76575 7.39291 0.04 0.07 0.13 0.09
C -0.47596 8.26336 3.64918 0.07 -0.17 0.00 -0.12
O -0.85169 6.90985 3.53145 -0.17 0.19 -0.22 -0.20
C -2.07991 6.61218 4.17738 0.27 -0.16 -0.03 -0.20
C -2.85867 5.55592 3.41956 -0.11 -0.09 0.03 -0.18
O -3.44626 6.01000 2.20874 0.07 0.05 0.04 -0.12
C -2.58229 6.27843 1.10829 -0.18 -0.01 -0.07 -0.18
C -1.95900 5.04459 0.48974 0.35 0.15 0.06 -0.20
O -0.92055 4.53649 1.31326 -0.23 -0.12 0.21 -0.20
C -0.80440 3.12942 1.24707 0.18 0.15 -0.04 -0.10
H -0.14789 8.48982 4.66982 -0.04 0.14 0.00 0.09
H 0.34990 8.44134 2.96134 0.05 -0.07 0.06 0.09
H -1.29860 8.92947 3.36607 -0.02 0.03 0.09 0.09
H -2.69511 7.51417 4.27162 -0.01 0.00 -0.02 0.12
H -1.84750 6.23641 5.18267 -0.21 0.01 0.07 0.13
H -3.70220 5.26157 4.04991 -0.03 0.07 -0.02 0.13
H -2.26026 4.65826 3.25804 0.20 0.11 -0.03 0.12
H -1.83008 7.02222 1.37133 0.17 -0.14 0.05 0.12
H -3.22917 6.73164 0.35289 -0.04 -0.05 0.02 0.12
H -1.51709 5.31499 -0.47846 -0.22 0.00 -0.12 0.13
H -2.73448 4.28900 0.32581 0.00 0.00 -0.01 0.13
H -1.77376 2.64699 1.40732 0.02 -0.07 -0.10 0.09
H -0.13530 2.81047 2.04482 0.01 0.05 0.00 0.08
H -0.38636 2.82107 0.28234 -0.13 -0.15 -0.03 0.09
C -6.52138 5.37885 -2.58216 0.06 -0.16 0.08 -0.12
O -6.03184 4.09640 -2.90034 0.13 0.24 -0.21 -0.20
C -6.65903 3.52295 -4.03704 0.11 -0.12 0.27 -0.20
C -5.68556 2.68005 -4.83635 -0.03 -0.12 -0.10 -0.18
O -4.72343 3.42455 -5.57051 -0.05 0.05 0.07 -0.13
C -3.68945 4.07478 -4.83852 0.09 0.02 -0.21 -0.18
C -2.67695 3.13377 -4.21787 -0.10 0.13 0.43 -0.21
O -3.21712 2.49007 -3.08149 -0.25 -0.23 -0.24 -0.21
C -2.71267 1.17279 -2.89269 -0.08 0.31 0.03 -0.10
H -7.53055 5.31768 -2.15973 -0.04 0.13 -0.04 0.09
H -5.85176 5.81756 -1.84293 -0.03 -0.09 0.07 0.08
H -6.52495 6.03192 -3.46237 -0.10 0.00 -0.01 0.09
H -7.07462 4.30413 -4.68396 0.02 0.01 -0.01 0.12
H -7.47926 2.88548 -3.68129 -0.09 -0.03 -0.20 0.13
H -6.26599 2.14494 -5.59277 -0.01 0.07 -0.04 0.13
H -5.20911 1.92250 -4.21337 0.02 0.14 0.19 0.12
H -4.10334 4.76377 -4.10206 0.01 -0.13 0.19 0.11
H -3.16299 4.67984 -5.58160 -0.01 -0.05 -0.04 0.12
H -1.80371 3.71707 -3.89129 0.10 0.03 -0.24 0.12
H -2.35433 2.40141 -4.96622 -0.01 0.00 -0.02 0.13
H -2.79290 0.58530 -3.81323 0.12 0.00 -0.01 0.09
H -3.31746 0.68834 -2.13037 0.07 0.08 0.09 0.09
H -1.67725 1.20236 -2.55557 0.03 -0.14 -0.06 0.07
```
Forces are in eV/Å.